{"formula": "C10H20CuN2Si", "method": "the ωB97M-V functional and the def2-TZVPD basis", "gap_ev": [4.9, 6.8], "energy_ha": -2432.33085, "e_homo_ev": [-5.33, -7.18], "spin_multiplicity": 2, "species": ["Cu", "C", "H", "H", "H", "H", "H", "C", "C", "C", "C", "C", "C", "N", "N", "Si", "C", "C", "C", "H", "H", "H", "H", "H", "H", "H", "H", "H", "H", "H", "H", "H", "H", "H"], "coordinates": [[1.09, -0.22, 0.71], [-1.00, 1.22, -3.17], [-0.82, 0.58, -2.25], [-1.72, 0.35, -3.36], [-0.56, 2.15, -2.62], [-1.90, 1.80, -3.12], [-0.24, 1.05, -4.00], [0.19, -3.64, -0.26], [0.26, -3.15, 1.16], [0.34, -4.01, 2.26], [0.39, -3.47, 3.55], [0.32, -2.09, 3.73], [0.23, -1.27, 2.59], [0.28, -1.83, 1.32], [0.24, 0.05, 2.40], [0.16, 1.54, 3.39], [-1.40, 1.43, 4.38], [1.73, 1.49, 4.41], [0.16, 3.06, 2.29], [-0.72, -3.27, -0.75], [1.06, -3.31, -0.83], [0.16, -4.74, -0.26], [0.37, -5.09, 2.05], [0.48, -4.16, 4.40], [0.40, -1.65, 4.73], [-1.63, 0.38, 4.58], [-1.32, 1.95, 5.35], [-2.25, 1.87, 3.84], [2.57, 1.96, 3.87], [1.60, 2.01, 5.37], [2.00, 0.44, 4.61], [1.06, 3.11, 1.66], [-0.71, 3.07, 1.62], [0.13, 3.98, 2.89]], "lowdin_spin": [0.003, 0.369, 0.065, 0.219, 0.229, 0.080, 0.033, 0.000, 0.000, 0.000, 0.000, 0.000, 0.000, 0.001, 0.000, 0.000, 0.000, 0.000, 0.001, 0.000, 0.000, 0.000, 0.000, 0.000, 0.000, 0.000, 0.000, 0.000, 0.000, 0.000, 0.000, 0.000, 0.000, 0.000]}

{"formula": "C25H41Cl4N2O9", "method": "the ωB97M-V functional and the def2-TZVPD basis", "gap_ev": 9.1, "energy_ha": -3604.27547, "e_homo_ev": -11.69, "total_charge": 1, "species": ["C", "O", "C", "C", "C", "Cl", "C", "C", "Cl", "C", "C", "C", "O", "Cl", "C", "C", "C", "O", "C", "C", "C", "O", "C", "C", "O", "O", "C", "C", "O", "C", "Cl", "N", "O", "C", "C", "N", "C", "C", "C", "O", "H", "H", "H", "H", "H", "H", "H", "H", "H", "H", "H", "H", "H", "H", "H", "H", "H", "H", "H", "H", "H", "H", "H", "H", "H", "H", "H", "H", "H", "H", "H", "H", "H", "H", "H", "H", "H", "H", "H", "H", "H"], "coordinates": [[4.04, 1.43, -1.21], [2.67, 1.60, -0.86], [2.23, 0.63, 0.05], [0.89, 1.09, 0.67], [1.31, 2.00, 1.88], [0.01, 2.73, 2.84], [2.39, 3.08, 1.55], [1.95, 4.24, 0.69], [2.95, 3.76, 3.12], [-0.05, 1.62, -0.43], [0.04, 1.01, -1.86], [-0.96, 0.01, -2.38], [-2.01, 0.33, -2.84], [-0.51, -1.70, -2.51], [-1.56, 1.84, -0.05], [-1.84, 3.35, 0.17], [-2.09, 4.05, -1.17], [-0.83, 4.18, -1.83], [-2.20, 0.80, 0.97], [-3.13, 1.52, 1.97], [-3.50, 0.74, 3.23], [-2.86, 0.87, 4.24], [-3.03, -0.21, 0.09], [-4.33, -0.74, 0.64], [-4.53, -1.78, 1.18], [-5.36, 0.19, 0.46], [-5.95, 0.19, -0.80], [-6.74, -1.02, -1.15], [-5.84, 1.16, -1.48], [-1.16, 0.03, 1.84], [-1.68, -1.59, 2.34], [0.25, -0.15, 1.30], [0.34, -1.25, 0.44], [1.22, -2.26, 0.99], [1.59, -3.25, -0.11], [2.74, -4.04, 0.29], [3.89, -4.04, -0.63], [4.43, -5.45, -0.89], [3.54, -6.21, -1.88], [5.72, -5.28, -1.48], [4.27, 2.14, -2.00], [4.69, 1.62, -0.35], [4.21, 0.41, -1.57], [2.98, 0.47, 0.84], [2.11, -0.32, -0.47], [1.81, 1.33, 2.57], [3.28, 2.58, 1.20], [2.79, 4.93, 0.62], [1.68, 3.95, -0.32], [1.15, 4.79, 1.18], [0.33, 2.62, -0.61], [1.04, 0.67, -2.13], [-0.15, 1.86, -2.51], [-2.05, 1.67, -1.00], [-2.70, 3.57, 0.78], [-0.99, 3.87, 0.60], [-2.80, 3.50, -1.78], [-2.51, 5.04, -0.96], [-0.94, 4.72, -2.62], [-2.68, 2.43, 2.33], [-4.05, 1.81, 1.47], [-4.38, 0.08, 3.21], [-2.42, -1.05, -0.24], [-3.33, 0.32, -0.82], [-7.02, -0.95, -2.20], [-6.18, -1.94, -0.98], [-7.64, -1.06, -0.54], [-1.02, 0.52, 2.81], [0.82, -0.39, 2.12], [2.14, -1.79, 1.35], [0.72, -2.74, 1.84], [0.74, -3.90, -0.30], [1.81, -2.65, -1.00], [3.07, -3.79, 1.21], [4.71, -3.42, -0.25], [3.61, -3.62, -1.60], [4.49, -5.99, 0.05], [4.11, -6.40, -2.79], [3.17, -7.15, -1.48], [2.66, -5.62, -2.17], [6.40, -5.60, -0.88]], "mulliken_charge": [-0.849, -0.338, -3.788, 0.687, -0.237, -0.054, 0.529, -1.262, -0.135, 0.069, -1.291, 0.224, -0.474, -0.150, -0.813, -0.348, -1.185, -0.477, 3.756, -1.921, -0.486, -0.457, -0.259, -0.695, -0.495, -0.214, 0.791, -1.036, -0.486, -1.512, -0.097, 0.121, 0.312, -0.626, -0.586, -0.181, -0.797, 0.303, -1.252, -0.562, 0.285, 0.330, 0.318, 0.744, 1.375, 1.042, 0.009, 0.517, 0.229, 0.330, -0.260, 0.941, 0.668, -0.098, 0.715, -0.036, 0.366, 0.604, 0.340, 0.985, 0.630, 0.453, -0.116, 0.589, 0.362, 0.335, 0.307, 0.522, 0.949, 0.326, 0.433, 0.205, 0.304, 0.290, 0.253, 0.409, 0.385, 0.371, 0.286, 0.254, 0.321]}

{"formula": "C4H6N2O2", "method": "the ωB97M-V functional and the def2-TZVPD basis", "gap_ev": 8.1, "de_lowest_kcal_mol": 135.2, "energy_ha": -415.82520, "e_homo_ev": -8.92, "species": ["C", "C", "C", "C", "H", "H", "H", "H", "H", "H", "N", "N", "O", "O"], "coordinates": [[-1.72, -1.36, 1.68], [-0.49, -0.77, 1.05], [0.72, 0.33, -0.60], [0.62, 0.96, -1.90], [-2.39, -1.98, 0.79], [-1.37, -2.25, 2.77], [-2.43, -0.48, 2.41], [0.41, -1.05, 2.76], [-1.02, -0.18, -1.17], [1.34, 1.63, -2.35], [0.54, -0.55, 1.84], [-0.28, -0.40, -0.26], [1.61, 0.81, 0.22], [-0.50, 1.20, -2.42]], "mulliken_charge": [-0.982, 0.623, 0.475, -0.050, 0.247, 0.269, 0.249, 0.208, 0.390, 0.422, -0.557, -0.223, -0.547, -0.523]}

{"formula": "C20H36Cl8F12N2O12S4Zn", "method": "the ωB97M-V functional and the def2-TZVPD basis", "gap_ev": 8.8, "energy_ha": -10047.99035, "e_homo_ev": -9.24, "species": ["Zn", "C", "F", "F", "F", "S", "O", "O", "N", "S", "O", "O", "C", "F", "F", "F", "C", "F", "F", "F", "S", "O", "O", "N", "S", "O", "O", "C", "F", "F", "F", "C", "O", "C", "C", "O", "C", "H", "H", "H", "H", "H", "H", "H", "H", "H", "H", "C", "O", "C", "C", "O", "C", "H", "H", "H", "H", "H", "H", "H", "H", "H", "H", "Cl", "C", "C", "Cl", "H", "H", "H", "H", "Cl", "C", "C", "Cl", "H", "H", "H", "H", "Cl", "C", "C", "Cl", "H", "H", "H", "H", "Cl", "C", "C", "Cl", "H", "H", "H", "H"], "coordinates": [[-0.29, 0.36, -2.98], [-1.51, -0.87, -6.58], [-0.87, 0.28, -6.74], [-2.78, -0.64, -6.30], [-1.44, -1.58, -7.70], [-0.66, -1.85, -5.24], [-1.02, -3.20, -5.41], [0.71, -1.48, -5.33], [-1.23, -1.14, -3.86], [-2.57, -1.81, -3.21], [-3.03, -0.93, -2.19], [-3.48, -2.29, -4.18], [-1.95, -3.28, -2.24], [-1.41, -2.83, -1.09], [-2.98, -4.04, -1.94], [-1.01, -3.96, -2.88], [-0.79, 3.63, -1.26], [0.08, 3.58, -0.28], [-1.62, 4.65, -1.11], [-0.14, 3.78, -2.41], [-1.77, 2.05, -1.40], [-2.95, 2.17, -0.65], [-1.95, 1.80, -2.83], [-0.61, 0.84, -1.07], [-0.86, 0.44, 0.48], [-0.89, 1.60, 1.32], [-1.93, -0.48, 0.66], [0.66, -0.49, 0.90], [0.65, -1.67, 0.26], [1.77, 0.17, 0.52], [0.68, -0.70, 2.21], [2.13, -2.82, 6.57], [3.08, -2.47, 5.60], [2.56, -1.71, 4.57], [2.29, -0.26, 4.99], [3.30, 0.28, 5.80], [4.57, 0.35, 5.17], [1.49, -1.99, 6.89], [2.66, -3.17, 7.45], [1.49, -3.64, 6.20], [1.59, -2.04, 4.16], [3.26, -1.74, 3.73], [1.36, -0.14, 5.53], [2.20, 0.35, 4.07], [5.03, -0.65, 5.13], [5.20, 0.98, 5.80], [4.50, 0.84, 4.19], [-0.08, 2.60, -5.26], [0.44, 1.63, -4.37], [1.88, 1.59, -4.41], [2.41, 0.87, -3.19], [1.64, -0.31, -2.92], [2.39, -1.41, -2.42], [0.28, 3.60, -5.02], [-1.16, 2.58, -5.23], [0.24, 2.39, -6.28], [2.29, 2.60, -4.39], [2.14, 1.05, -5.32], [2.27, 1.51, -2.31], [3.47, 0.67, -3.31], [1.70, -2.18, -2.09], [3.01, -1.09, -1.59], [3.00, -1.83, -3.22], [3.94, -2.06, 0.86], [4.05, -3.67, 0.09], [2.98, -4.54, 0.68], [2.98, -6.13, -0.10], [5.03, -4.09, 0.29], [3.96, -3.52, -0.98], [2.00, -4.07, 0.56], [3.11, -4.63, 1.76], [-0.23, 5.33, 5.38], [0.57, 5.55, 3.82], [1.61, 4.51, 3.54], [0.88, 2.89, 3.36], [1.04, 6.54, 3.84], [-0.16, 5.54, 3.01], [2.47, 4.50, 4.21], [2.02, 4.71, 2.55], [-7.82, 3.13, -1.86], [-6.05, 3.30, -1.69], [-5.68, 4.35, -0.68], [-6.18, 4.09, 1.01], [-5.68, 3.57, -2.68], [-5.68, 2.34, -1.34], [-6.11, 5.32, -0.93], [-4.60, 4.45, -0.64], [-1.54, -2.34, 3.96], [-2.90, -2.58, 2.85], [-3.54, -3.91, 3.13], [-5.02, -4.07, 2.15], [-2.52, -2.54, 1.83], [-3.64, -1.79, 2.95], [-3.84, -3.98, 4.18], [-2.88, -4.74, 2.89]], "mulliken_charge": [0.593, 0.672, -0.207, -0.214, -0.218, 0.591, -0.515, -0.633, -0.226, 0.542, -0.405, -0.575, 0.704, -0.159, -0.208, -0.210, 0.650, -0.200, -0.193, -0.203, 0.673, -0.399, -0.768, 0.557, 0.522, -0.488, -0.496, 0.205, -0.149, -0.209, 0.012, -0.674, -0.409, -0.066, -0.152, -0.457, -0.637, 0.290, 0.276, 0.248, 0.194, 0.209, 0.412, 0.028, 0.247, 0.258, 0.237, -1.237, 0.575, -0.732, -0.938, 0.571, -1.415, 0.314, 0.270, 0.421, 0.504, 0.414, 0.341, 0.483, 0.384, 0.498, 0.406, -0.150, -0.484, -0.013, -0.201, 0.424, 0.275, -0.101, 0.324, -0.186, -0.352, -0.611, -0.054, 0.353, 0.226, 0.360, 0.245, -0.210, -0.145, -0.143, -0.196, 0.258, 0.120, 0.413, -0.068, -0.190, 0.060, -0.432, -0.214, -0.216, 0.340, 0.331, 0.328]}

{"formula": "CH2F3NO", "method": "the ωB97M-V functional and the def2-TZVPD basis", "gap_ev": 11.0, "de_lowest_kcal_mol": 77.8, "energy_ha": -468.71965, "e_homo_ev": -11.40, "species": ["C", "N", "O", "F", "F", "F", "H", "H"], "coordinates": [[-0.12, -0.02, -0.16], [1.22, 0.26, -0.03], [-0.96, 0.70, 0.56], [-0.61, -1.72, 0.43], [-0.57, -0.21, -1.43], [-2.28, 0.28, 0.63], [1.54, 0.86, 0.75], [1.78, -0.16, -0.76]], "mulliken_charge": [0.836, -0.369, -0.163, -0.546, -0.213, -0.040, 0.258, 0.237]}

{"formula": "C5H11NS2", "method": "the ωB97M-V functional and the def2-TZVPD basis", "gap_ev": 6.1, "de_lowest_kcal_mol": 19.5, "energy_ha": -1048.18866, "e_homo_ev": -0.42, "total_charge": -2, "species": ["S", "C", "C", "C", "N", "C", "C", "S", "H", "H", "H", "H", "H", "H", "H", "H", "H", "H", "H"], "coordinates": [[4.37, -1.09, 0.20], [2.60, -1.27, -0.53], [1.56, -1.03, 0.50], [0.16, -0.62, -0.04], [-0.60, 0.21, 0.87], [-2.00, 0.53, 0.37], [-2.25, 1.74, -0.46], [-3.81, 2.75, -0.11], [2.54, -2.24, -0.99], [2.62, -0.57, -1.39], [1.43, -1.89, 1.17], [1.93, -0.32, 1.23], [-0.30, -1.59, -0.36], [0.26, -0.09, -1.00], [-0.07, 1.08, 0.93], [-2.42, 0.83, 1.39], [-2.34, -0.44, 0.02], [-1.43, 2.44, -0.26], [-2.25, 1.57, -1.55]], "mulliken_charge": [-0.782, -0.721, -0.454, -0.554, -0.428, -0.430, -0.679, -0.736, 0.271, 0.223, 0.204, 0.316, 0.257, 0.281, 0.264, 0.215, 0.350, 0.172, 0.234]}

{"formula": "C33H59FeNP2Si", "method": "the ωB97M-V functional and the def2-TZVPD basis", "gap_ev": [7.7, 5.8], "de_lowest_kcal_mol": 0.0, "energy_ha": -3583.16475, "e_homo_ev": [-10.10, -10.00], "spin_multiplicity": 6, "total_charge": 1, "species": ["Fe", "C", "C", "C", "C", "C", "C", "H", "H", "H", "C", "H", "H", "H", "C", "H", "H", "H", "C", "H", "H", "H", "C", "H", "H", "H", "C", "C", "C", "C", "C", "C", "C", "C", "H", "H", "H", "H", "H", "H", "H", "H", "H", "H", "H", "H", "P", "C", "H", "H", "H", "C", "H", "H", "H", "C", "H", "H", "H", "P", "C", "H", "H", "H", "C", "H", "H", "H", "C", "H", "H", "H", "C", "Si", "C", "C", "N", "C", "C", "C", "C", "C", "C", "H", "H", "H", "H", "H", "H", "H", "H", "H", "H", "H", "H", "H", "H"], "coordinates": [[0.85, -1.33, -2.40], [3.14, -0.18, 0.01], [3.23, -0.13, -1.40], [1.97, 1.67, -0.70], [2.39, 0.94, 0.45], [2.50, 1.02, -1.85], [3.84, -1.17, 0.86], [3.87, -2.15, 0.36], [3.34, -1.30, 1.83], [4.89, -0.89, 1.04], [2.31, 1.45, 1.84], [2.76, 0.74, 2.54], [1.28, 1.68, 2.14], [2.88, 2.39, 1.92], [1.33, 3.01, -0.67], [2.09, 3.80, -0.49], [0.60, 3.10, 0.14], [0.85, 3.24, -1.63], [2.58, 1.57, -3.22], [3.59, 1.97, -3.40], [1.85, 2.37, -3.36], [2.39, 0.79, -3.96], [4.25, -0.84, -2.19], [5.23, -0.33, -2.09], [4.00, -0.87, -3.26], [4.39, -1.88, -1.85], [0.19, -3.07, -1.72], [1.62, -3.09, -1.83], [2.36, -3.78, -2.95], [2.48, -2.91, -4.24], [1.63, -1.67, -4.24], [0.20, -1.73, -4.21], [-0.58, -3.03, -4.19], [-0.71, -3.68, -2.77], [1.86, -4.75, -3.19], [2.24, -3.56, -5.11], [3.38, -4.03, -2.60], [-0.52, -4.76, -2.85], [-0.24, -3.06, -0.71], [2.19, -2.96, -0.90], [-1.75, -3.59, -2.42], [-1.61, -2.81, -4.52], [-0.39, -0.86, -4.55], [-0.17, -3.76, -4.90], [3.54, -2.63, -4.36], [2.13, -0.82, -4.72], [-0.10, -1.83, 1.50], [0.04, -0.85, 3.04], [-0.35, -1.41, 3.91], [-0.53, 0.08, 2.91], [1.10, -0.61, 3.20], [-1.80, -2.53, 1.61], [-1.89, -3.16, 2.51], [-1.97, -3.15, 0.72], [-2.54, -1.72, 1.63], [0.85, -3.33, 2.01], [0.84, -4.05, 1.18], [0.40, -3.77, 2.91], [1.90, -3.05, 2.20], [-1.15, 0.21, -2.09], [-1.27, 1.47, -3.43], [-2.27, 1.45, -3.87], [-0.53, 1.29, -4.23], [-1.06, 2.48, -3.03], [-2.75, -0.70, -2.21], [-2.67, -1.59, -2.84], [-3.52, -0.03, -2.63], [-3.06, -1.02, -1.21], [-1.52, 1.24, -0.61], [-2.60, 1.24, -0.36], [-1.23, 2.28, -0.83], [-0.96, 0.89, 0.28], [-4.57, 0.40, 1.84], [-3.58, 1.25, 3.18], [-4.62, 2.70, 3.77], [-3.29, 0.12, 4.65], [-2.07, 1.83, 2.59], [-1.32, 2.87, 2.92], [-1.28, 4.04, 2.07], [-0.61, 5.19, 2.47], [0.13, 5.20, 3.67], [0.20, 4.04, 4.46], [-0.47, 2.89, 4.08], [-5.40, -0.17, 2.29], [-3.97, -0.30, 1.24], [-5.01, 1.14, 1.17], [-5.53, 2.33, 4.26], [-4.07, 3.32, 4.49], [-4.92, 3.34, 2.93], [-2.77, -0.80, 4.37], [-2.70, 0.62, 5.42], [-4.26, -0.16, 5.10], [-1.87, 4.00, 1.16], [-0.67, 6.09, 1.86], [0.65, 6.11, 3.98], [0.79, 4.04, 5.39], [-0.42, 1.97, 4.68]], "lowdin_spin": [3.055, 0.241, 0.169, 0.297, 0.004, 0.106, 0.041, 0.005, 0.003, 0.017, -0.009, 0.000, -0.001, -0.003, 0.054, 0.022, 0.009, 0.003, 0.010, 0.003, 0.000, 0.004, 0.023, 0.010, 0.002, 0.002, -0.021, -0.029, -0.005, -0.005, -0.025, -0.023, -0.004, -0.005, -0.001, -0.002, 0.000, -0.003, 0.004, 0.005, 0.000, 0.000, 0.005, -0.001, 0.000, 0.002, 0.008, 0.011, 0.000, 0.007, 0.000, 0.001, 0.000, 0.000, 0.000, 0.001, 0.000, 0.000, 0.000, 0.022, 0.005, 0.001, 0.000, 0.000, 0.002, 0.000, 0.000, 0.000, 0.007, 0.000, 0.000, 0.002, -0.002, 0.050, 0.027, 0.000, 0.449, 0.046, 0.129, -0.011, 0.157, -0.010, 0.127, 0.000, 0.000, 0.000, 0.003, 0.000, 0.000, 0.000, 0.000, 0.000, 0.004, -0.003, 0.008, -0.003, 0.006]}

{"formula": "C4H8N2O", "method": "the ωB97M-V functional and the def2-TZVPD basis", "gap_ev": 8.9, "de_lowest_kcal_mol": 79.9, "energy_ha": -341.87627, "e_homo_ev": -8.04, "species": ["C", "C", "C", "O", "N", "C", "N", "H", "H", "H", "H", "H", "H", "H", "H"], "coordinates": [[-1.07, -1.11, 1.22], [-0.72, -0.12, 0.15], [-1.54, 0.31, -0.77], [-2.31, 0.66, -1.59], [0.59, 0.48, 0.21], [1.64, -0.36, -0.33], [0.60, 1.75, -0.50], [-0.62, -2.09, 1.02], [-0.69, -0.75, 2.17], [-2.15, -1.24, 1.27], [1.66, -1.29, 0.23], [1.50, -0.59, -1.40], [2.58, 0.18, -0.21], [0.44, 1.73, -1.51], [0.08, 2.43, 0.04]], "mulliken_charge": [-1.304, 0.222, 0.634, -0.441, -0.006, -0.823, -0.677, 0.277, 0.332, 0.382, 0.309, 0.326, 0.288, 0.236, 0.246]}